(1)
The following is a quantum chemistry calculation of a molecular structure, C62H55N10NiO21, from the OMol25 dataset.

Each line ends with the Löwdin charge.
Positions of all 149 atoms, in Å:
Ni: -1.588 0.553 0.595  0.7578
C: -4.151 1.460 3.141  -0.0702
C: -2.688 1.963 2.829  -0.3707
O: -2.370 1.985 1.469  -0.3632
H: -4.298 1.365 4.237  0.0706
H: -4.399 0.510 2.697  0.0458
H: -4.951 2.201 2.828  0.0618
H: -1.980 1.373 3.455  0.0848
H: -2.545 2.979 3.146  0.0903
C: -7.256 -1.985 -2.505  -0.0633
C: -7.034 -0.755 -1.937  -0.0545
C: -5.852 -0.530 -1.267  0.0050
C: -4.993 -1.571 -0.994  -0.1701
C: -5.233 -2.837 -1.526  0.0284
C: -6.424 -3.043 -2.245  -0.0382
N: -3.756 -1.295 -0.318  -0.2615
O: -3.084 -2.145 0.186  0.1203
O: -3.420 -0.096 -0.238  -0.0023
H: -8.183 -2.231 -2.974  0.1126
H: -7.826 -0.051 -2.036  0.1064
H: -5.620 0.438 -0.826  0.1065
H: -4.547 -3.665 -1.260  0.1359
H: -6.675 -3.949 -2.637  0.0821
C: -2.643 -5.028 4.810  -0.0708
C: -3.017 -3.722 5.031  -0.0969
C: -2.631 -2.699 4.253  0.0007
C: -1.576 -3.001 3.354  -0.1417
C: -1.073 -4.265 3.182  0.0112
C: -1.691 -5.364 3.863  -0.0291
N: -1.049 -1.926 2.454  -0.2744
O: -0.061 -2.180 1.805  0.0814
O: -1.652 -0.861 2.386  0.0232
H: -2.978 -5.834 5.504  0.1290
H: -3.721 -3.581 5.848  0.1210
H: -2.882 -1.596 4.465  0.1581
H: -0.238 -4.366 2.486  0.1139
H: -1.377 -6.323 3.547  0.0951
C: 5.051 -1.558 6.695  -0.0593
C: 4.374 -2.302 7.661  -0.0682
C: 3.044 -2.431 7.549  -0.0186
C: 2.345 -1.779 6.541  -0.1379
C: 3.001 -0.875 5.675  0.0133
C: 4.378 -0.785 5.760  -0.0607
N: 0.923 -1.939 6.390  -0.3727
O: 0.381 -1.554 5.398  0.0803
O: 0.305 -2.500 7.261  0.0875
H: 6.103 -1.491 6.698  0.0954
H: 5.041 -2.883 8.296  0.1198
H: 2.401 -3.018 8.237  0.1370
H: 2.439 -0.417 4.880  0.1055
H: 4.887 -0.182 4.994  0.1151
C: 4.631 -5.206 1.891  -0.0764
C: 3.286 -4.876 1.596  -0.0473
C: 2.971 -3.551 1.325  -0.0196
C: 3.916 -2.573 1.520  -0.1344
C: 5.243 -2.861 1.798  0.0241
C: 5.546 -4.215 1.931  -0.0871
N: 3.493 -1.154 1.373  -0.2898
O: 4.291 -0.342 1.851  0.0669
O: 2.421 -0.906 0.844  0.0722
H: 4.961 -6.218 2.086  0.1109
H: 2.542 -5.656 1.429  0.1074
H: 1.928 -3.399 1.043  0.0984
H: 6.018 -2.130 1.819  0.1166
H: 6.549 -4.581 2.145  0.1154
C: 7.364 1.566 -5.452  -0.0547
C: 5.995 1.321 -5.338  -0.0731
C: 5.537 0.914 -4.125  0.0009
C: 6.462 0.856 -3.057  -0.1451
C: 7.798 1.205 -3.110  -0.0120
C: 8.268 1.545 -4.341  -0.0627
N: 5.953 0.244 -1.856  -0.3745
O: 4.871 -0.274 -1.809  0.0452
O: 6.585 0.280 -0.848  0.0934
H: 7.866 1.837 -6.403  0.1164
H: 5.447 1.329 -6.308  0.1283
H: 4.558 0.482 -4.002  0.1091
H: 8.501 1.029 -2.251  0.1475
H: 9.335 1.684 -4.580  0.1191
C: 4.592 3.606 0.847  -0.0517
C: 4.241 3.386 2.168  -0.0461
C: 3.085 2.648 2.376  -0.0414
C: 2.297 2.296 1.341  -0.1315
C: 2.667 2.440 0.020  -0.0013
C: 3.771 3.204 -0.224  -0.0540
N: 0.945 1.635 1.761  -0.2190
O: 0.366 1.105 0.800  -0.0383
O: 0.541 1.543 2.898  0.1228
H: 5.413 4.314 0.686  0.1199
H: 4.856 3.681 2.992  0.1112
H: 2.789 2.410 3.426  0.1401
H: 2.051 2.073 -0.762  0.1058
H: 4.147 3.364 -1.233  0.1199
C: -5.983 -0.074 -7.781  -0.0540
C: -6.315 0.122 -6.404  -0.0629
C: -5.465 -0.153 -5.424  -0.0518
C: -4.196 -0.533 -5.763  -0.1385
C: -3.778 -0.635 -7.040  0.0021
C: -4.734 -0.458 -8.036  -0.0885
N: -3.298 -0.854 -4.584  -0.3117
O: -2.128 -0.851 -4.791  0.1091
O: -3.794 -1.039 -3.464  0.0512
H: -6.655 0.141 -8.565  0.1025
H: -7.265 0.656 -6.197  0.1237
H: -5.760 0.082 -4.378  0.1191
H: -2.725 -0.868 -7.295  0.1409
H: -4.442 -0.662 -9.091  0.1312
C: 2.688 -3.910 -2.751  -0.0939
C: 3.063 -2.632 -2.872  -0.0790
C: 2.193 -1.538 -2.597  0.0284
C: 0.914 -1.816 -2.107  -0.1571
C: 0.580 -3.120 -1.898  -0.0159
C: 1.402 -4.217 -2.275  -0.0458
N: 0.104 -0.723 -1.591  -0.2534
O: 0.455 0.423 -1.878  0.1010
O: -0.820 -1.031 -0.839  0.0117
H: 3.435 -4.704 -3.059  0.1364
H: 4.040 -2.310 -3.295  0.1171
H: 2.488 -0.520 -2.658  0.0925
H: -0.402 -3.443 -1.379  0.1505
H: 1.061 -5.262 -2.254  0.1125
C: -6.999 3.182 -0.923  -0.0658
C: -5.983 3.042 0.044  -0.0441
C: -4.667 2.852 -0.376  -0.0121
C: -4.459 2.766 -1.741  -0.1482
C: -5.440 2.774 -2.687  -0.0169
C: -6.781 2.967 -2.278  -0.0596
N: -3.046 2.446 -2.177  -0.2742
O: -2.243 2.265 -1.258  0.0193
O: -2.763 2.477 -3.381  0.0821
H: -7.967 3.418 -0.545  0.0986
H: -6.165 3.076 1.119  0.1010
H: -3.846 2.866 0.360  0.1029
H: -5.271 2.575 -3.740  0.1149
H: -7.540 3.166 -3.034  0.1126
C: -0.588 4.967 0.887  -0.0539
C: 0.405 5.281 1.860  -0.0509
C: 1.608 5.883 1.524  -0.0211
C: 1.840 6.053 0.210  -0.1820
C: 0.867 5.832 -0.831  0.0407
C: -0.382 5.316 -0.454  -0.0556
N: 3.127 6.485 -0.215  -0.3570
O: 3.442 6.445 -1.391  0.0714
O: 3.929 6.772 0.662  0.0623
H: -1.570 4.513 1.212  0.1149
H: 0.290 5.054 2.903  0.1031
H: 2.326 6.108 2.274  0.1189
H: 1.149 6.143 -1.812  0.1057
H: -1.242 4.930 -1.054  0.1124

Results
LUMO energy (alpha / beta) in eV: -2.987 / -2.981
Charge: +1
2S+1: 3
Expectation value of S²: 2.00
Kohn-Sham gap (alpha / beta) in eV: 7.48 / 7.32
HOMO energy (alpha / beta) in eV: -10.47 / -10.30



(2)
The following is a quantum chemistry calculation of a molecular structure, C62H61F17N2O6PS, from the OMol25 dataset.

Each line ends with the Löwdin charge.
Positions of all 150 atoms, in Å:
C: -4.130 -6.079 4.106  0.0120
C: -2.794 -6.839 4.065  -0.5362
O: -2.705 -8.005 4.244  0.1303
O: -1.661 -6.069 3.838  -0.0609
C: -1.460 -5.960 2.401  -0.1767
C: -0.134 -5.170 2.166  -0.1659
C: -0.390 -3.678 1.732  -0.2838
C: -1.104 -3.579 0.359  -0.3123
P: -1.649 -1.736 0.136  0.6052
C: -3.086 -2.094 -1.049  -0.2091
C: -2.728 -2.472 -2.506  -0.3927
C: -2.473 -1.242 -3.454  -0.0410
F: -1.709 -3.445 -2.626  -0.0665
O: -0.439 -1.290 -1.072  -0.2690
C: -0.033 -0.021 -0.578  -0.3282
S: 0.629 0.965 -2.002  0.8065
O: -0.364 1.210 -3.025  -0.2951
O: 1.157 2.235 -1.522  -0.3051
C: 1.944 -0.069 -2.879  -0.4345
F: 2.652 -0.715 -1.904  0.1036
F: 1.274 -0.913 -3.677  0.1363
C: 2.954 0.824 -3.660  -0.3221
F: 3.649 1.585 -2.771  0.1108
F: 2.208 1.672 -4.410  0.1212
C: 3.988 0.040 -4.554  -0.3022
F: 3.776 0.449 -5.841  0.1339
F: 3.867 -1.297 -4.491  0.1633
C: 5.492 0.378 -4.253  -0.5125
F: 5.871 -0.026 -3.034  0.1796
F: 5.817 1.640 -4.503  0.1933
F: 6.226 -0.380 -5.120  0.1330
C: -1.155 0.827 0.220  -0.4540
N: -1.740 1.960 -0.504  0.1105
C: -0.927 1.091 1.729  -0.0999
C: 0.344 0.912 2.363  -0.0160
C: 0.486 1.172 3.733  -0.1801
N: -0.422 1.593 4.627  0.0576
C: -1.601 1.702 3.984  -0.1684
C: -1.934 1.493 2.648  -0.0197
O: -2.271 -0.086 0.250  -0.2952
H: -4.302 -5.753 5.157  0.0916
H: -4.154 -5.179 3.465  0.0829
H: -4.950 -6.772 3.832  0.0873
H: -1.372 -6.968 1.940  0.1277
H: -2.341 -5.443 1.962  0.1106
H: 0.408 -5.688 1.345  0.1074
H: 0.453 -5.215 3.104  0.1090
H: -0.920 -3.129 2.538  0.1002
H: 0.624 -3.227 1.641  0.1002
H: -0.384 -3.844 -0.453  0.0800
H: -2.003 -4.229 0.271  0.0573
H: -2.411 -1.950 1.358  0.0298
H: -0.551 -1.474 1.066  0.0312
H: -3.727 -2.862 -0.565  0.0705
H: -3.708 -1.176 -1.106  0.0834
H: -3.642 -2.960 -2.932  0.1197
H: -1.390 -1.268 -3.687  0.0579
H: -2.797 -0.292 -3.000  0.0770
H: -2.984 -1.457 -4.420  0.0712
H: 0.891 -0.274 -0.015  0.1091
H: -2.744 1.962 -0.345  0.0916
H: -1.400 2.839 -0.134  0.0622
H: 1.207 0.570 1.778  0.1018
H: 1.499 1.010 4.156  0.1021
H: -2.439 2.012 4.641  0.0931
H: -2.966 1.640 2.305  0.1197
F: -4.691 1.754 5.944  0.0576
C: -4.396 2.238 7.162  -0.2894
C: -3.401 1.634 7.909  -0.0158
C: -3.094 2.139 9.164  -0.0950
C: -3.789 3.233 9.663  -0.1005
C: -4.789 3.826 8.905  -0.0869
C: -5.092 3.330 7.644  -0.0190
H: -2.873 0.777 7.509  0.1205
H: -2.311 1.679 9.754  0.1024
H: -3.549 3.623 10.645  0.1006
H: -5.334 4.677 9.295  0.1018
H: -5.863 3.786 7.035  0.1153
F: -0.509 4.467 8.968  0.0600
C: 0.636 3.773 9.095  -0.2842
C: 1.752 4.400 9.616  -0.0237
C: 2.932 3.681 9.752  -0.0917
C: 2.984 2.350 9.357  -0.1022
C: 1.855 1.735 8.831  -0.0769
C: 0.671 2.448 8.704  -0.0120
H: 1.694 5.440 9.911  0.1137
H: 3.812 4.160 10.165  0.1009
H: 3.907 1.792 9.460  0.0982
H: 1.896 0.699 8.519  0.1068
H: -0.220 1.982 8.304  0.1036
F: -5.156 -5.295 -1.050  0.0590
C: -4.799 -6.229 -1.948  -0.2839
C: -3.474 -6.332 -2.328  -0.0057
C: -3.107 -7.300 -3.252  -0.0757
C: -4.070 -8.146 -3.792  -0.1063
C: -5.398 -8.027 -3.404  -0.0965
C: -5.766 -7.067 -2.472  -0.0251
H: -2.739 -5.658 -1.903  0.1069
H: -2.071 -7.395 -3.551  0.1065
H: -3.782 -8.899 -4.516  0.0958
H: -6.148 -8.684 -3.828  0.0991
H: -6.795 -6.964 -2.151  0.1130
F: -2.318 3.884 1.176  0.0358
C: -2.002 5.183 1.332  -0.2671
C: -0.768 5.514 1.857  -0.0042
C: -0.437 6.853 2.014  -0.0790
C: -1.346 7.840 1.653  -0.1018
C: -2.585 7.490 1.130  -0.0891
C: -2.915 6.152 0.963  -0.0148
H: -0.077 4.729 2.140  0.1203
H: 0.530 7.126 2.418  0.1049
H: -1.088 8.885 1.780  0.0978
H: -3.295 8.260 0.853  0.1016
H: -3.871 5.859 0.549  0.1171
F: -1.855 3.255 -9.925  0.0471
C: -1.051 2.790 -8.947  -0.2936
C: -0.790 3.589 -7.849  -0.0202
C: 0.034 3.107 -6.841  -0.0642
C: 0.593 1.840 -6.947  -0.0794
C: 0.324 1.051 -8.058  -0.0750
C: -0.508 1.525 -9.063  -0.0253
H: -1.228 4.577 -7.789  0.1142
H: 0.241 3.719 -5.972  0.1108
H: 1.237 1.469 -6.163  0.0740
H: 0.763 0.064 -8.142  0.1032
H: -0.736 0.921 -9.933  0.1130
F: 4.620 6.381 1.462  0.0501
C: 4.988 5.438 0.572  -0.2893
C: 6.321 5.324 0.222  -0.0291
C: 6.700 4.349 -0.691  -0.0877
C: 5.743 3.510 -1.249  -0.0866
C: 4.406 3.641 -0.891  -0.0626
C: 4.026 4.608 0.030  0.0011
H: 7.050 5.992 0.663  0.1120
H: 7.742 4.244 -0.967  0.1010
H: 6.041 2.753 -1.965  0.0843
H: 3.662 2.995 -1.325  0.0730
H: 2.991 4.718 0.327  0.1179
F: 5.376 -4.713 -10.173  0.0537
C: 5.630 -4.220 -8.946  -0.2909
C: 6.615 -4.804 -8.173  -0.0241
C: 6.879 -4.292 -6.910  -0.0806
C: 6.150 -3.210 -6.432  -0.0914
C: 5.160 -2.636 -7.219  -0.0726
C: 4.900 -3.140 -8.487  -0.0102
H: 7.167 -5.652 -8.560  0.1142
H: 7.654 -4.736 -6.299  0.1037
H: 6.356 -2.815 -5.446  0.0928
H: 4.589 -1.797 -6.848  0.0824
H: 4.138 -2.700 -9.118  0.1175

Results
LUMO energy in eV: 2.102
Energy above the lowest of the compared OMol25 structures with the same formula, charge and spin in kcal/mol: 53.3
Charge: -1
Kohn-Sham gap in eV: 7.41
HOMO energy in eV: -5.31



(3)
The following is a quantum chemistry calculation of a molecular structure, C62H61F8N2O5S2, from the OMol25 dataset.

Each line ends with the Löwdin charge.
Positions of all 140 atoms, in Å:
C: -8.168 8.069 -9.534  -0.0225
C: -6.908 8.059 -8.579  -0.4760
O: -5.930 8.647 -8.998  0.0524
N: -6.946 7.355 -7.329  0.0087
C: -5.942 7.874 -6.358  -0.2054
C: -5.775 6.916 -5.106  -0.1660
C: -4.246 6.748 -4.662  -0.2194
C: -3.966 7.794 -3.510  -0.2365
S: -4.032 7.073 -1.809  0.5692
O: -5.329 7.521 -1.255  -0.3886
O: -2.981 7.794 -1.046  -0.4043
N: -3.834 5.426 -1.849  -0.3665
S: -3.938 4.726 -0.333  0.5675
O: -3.046 5.345 0.660  -0.3617
O: -5.321 4.901 0.170  -0.3967
C: -3.713 2.899 -0.499  -0.1896
C: -2.659 2.269 0.472  -0.2059
C: -2.511 2.600 1.873  -0.0309
C: -1.543 1.958 2.772  -0.0289
C: -0.668 0.915 2.254  -0.2567
C: 0.341 0.184 3.195  -0.0782
C: -0.776 0.591 0.826  -0.0701
C: -1.729 1.222 -0.076  -0.0224
H: -8.082 8.957 -10.205  0.0746
H: -9.127 8.171 -8.967  0.0733
H: -8.160 7.162 -10.196  0.0789
H: -6.791 6.352 -7.463  0.1229
H: -4.925 8.024 -6.797  0.1052
H: -6.340 8.865 -6.001  0.1268
H: -6.294 7.346 -4.205  0.1100
H: -6.136 5.881 -5.348  0.1037
H: -4.008 5.694 -4.385  0.0870
H: -3.556 7.029 -5.512  0.0994
H: -4.717 8.631 -3.532  0.1017
H: -2.970 8.298 -3.660  0.0963
H: -4.700 2.412 -0.258  0.1077
H: -3.490 2.586 -1.558  0.0867
H: -3.169 3.389 2.300  0.1081
H: -1.526 2.297 3.829  0.1039
H: 0.860 -0.604 2.580  0.0588
H: 1.091 0.884 3.634  0.0777
H: -0.208 -0.343 4.025  0.0766
H: -0.069 -0.191 0.447  0.0934
H: -1.744 0.904 -1.140  0.0923
F: 0.327 -2.978 3.246  0.0194
C: -0.935 -3.453 3.256  -0.2704
C: -1.361 -4.216 4.327  -0.0188
C: -2.662 -4.702 4.341  -0.0769
C: -3.516 -4.426 3.279  -0.0934
C: -3.072 -3.661 2.207  -0.0706
C: -1.775 -3.166 2.197  -0.0029
H: -0.678 -4.427 5.140  0.0926
H: -3.009 -5.295 5.179  0.1056
H: -4.530 -4.809 3.289  0.1005
H: -3.737 -3.450 1.378  0.1049
H: -1.415 -2.560 1.374  0.1142
F: -2.464 2.033 -4.376  0.0742
C: -2.691 0.751 -4.659  -0.3003
C: -1.655 -0.025 -5.148  -0.0176
C: -1.884 -1.366 -5.430  -0.0858
C: -3.146 -1.912 -5.230  -0.1030
C: -4.180 -1.121 -4.743  -0.0930
C: -3.951 0.217 -4.452  -0.0132
H: -0.680 0.419 -5.302  0.1166
H: -1.078 -1.985 -5.805  0.1022
H: -3.324 -2.958 -5.454  0.1001
H: -5.165 -1.547 -4.592  0.0966
H: -4.743 0.847 -4.065  0.1190
F: 1.444 12.559 1.752  0.0337
C: 0.515 11.605 1.523  -0.3034
C: 0.231 11.233 0.222  -0.0304
C: -0.721 10.247 -0.013  -0.0686
C: -1.385 9.655 1.054  -0.0719
C: -1.093 10.042 2.357  -0.0788
C: -0.133 11.020 2.595  -0.0373
H: 0.753 11.712 -0.598  0.1085
H: -0.948 9.941 -1.027  0.1033
H: -2.130 8.890 0.867  0.0916
H: -1.614 9.582 3.189  0.1033
H: 0.113 11.327 3.604  0.1074
F: -4.235 -3.467 -2.401  0.0615
C: -5.528 -3.685 -2.118  -0.2922
C: -5.981 -4.983 -1.960  -0.0216
C: -7.319 -5.207 -1.662  -0.0883
C: -8.192 -4.132 -1.537  -0.1007
C: -7.727 -2.833 -1.704  -0.0787
C: -6.388 -2.606 -1.991  -0.0207
H: -5.288 -5.809 -2.068  0.1153
H: -7.681 -6.219 -1.528  0.1025
H: -9.236 -4.309 -1.309  0.0995
H: -8.409 -1.996 -1.610  0.1076
H: -6.008 -1.600 -2.115  0.1141
F: 2.597 -5.887 4.088  0.0498
C: 3.311 -5.392 3.058  -0.2819
C: 2.892 -4.227 2.443  -0.0046
C: 3.633 -3.714 1.385  -0.0647
C: 4.774 -4.379 0.949  -0.0902
C: 5.180 -5.553 1.574  -0.0875
C: 4.447 -6.061 2.639  -0.0223
H: 1.995 -3.728 2.792  0.0906
H: 3.320 -2.798 0.900  0.1084
H: 5.347 -3.980 0.121  0.0772
H: 6.067 -6.073 1.231  0.0938
H: 4.752 -6.969 3.145  0.1136
F: 6.665 -3.381 -1.688  0.0560
C: 7.785 -4.118 -1.774  -0.2806
C: 8.419 -4.244 -2.997  -0.0176
C: 9.580 -5.002 -3.086  -0.0848
C: 10.086 -5.633 -1.955  -0.0964
C: 9.436 -5.503 -0.733  -0.0721
C: 8.281 -4.736 -0.640  -0.0107
H: 8.005 -3.752 -3.868  0.1171
H: 10.089 -5.101 -4.037  0.1035
H: 10.989 -6.227 -2.027  0.0966
H: 9.828 -5.997 0.146  0.0827
H: 7.767 -4.617 0.306  0.1041
F: 10.728 -6.326 2.244  0.0511
C: 12.062 -6.451 2.371  -0.2854
C: 12.771 -7.148 1.410  -0.0200
C: 14.148 -7.273 1.539  -0.0835
C: 14.797 -6.708 2.631  -0.0987
C: 14.071 -6.014 3.591  -0.0827
C: 12.695 -5.879 3.459  -0.0157
H: 12.247 -7.589 0.570  0.1134
H: 14.715 -7.810 0.789  0.1046
H: 15.871 -6.809 2.732  0.1004
H: 14.576 -5.577 4.444  0.1052
H: 12.114 -5.334 4.192  0.1184
F: -1.747 -2.668 9.006  0.0640
C: -0.630 -3.408 8.908  -0.2850
C: -0.003 -3.532 7.681  -0.0208
C: 1.155 -4.292 7.581  -0.0767
C: 1.666 -4.928 8.707  -0.0965
C: 1.024 -4.799 9.933  -0.0878
C: -0.128 -4.030 10.037  -0.0217
H: -0.420 -3.036 6.814  0.1051
H: 1.658 -4.389 6.626  0.1017
H: 2.568 -5.524 8.627  0.1004
H: 1.421 -5.298 10.809  0.1024
H: -0.637 -3.911 10.985  0.1151

Results
LUMO energy in eV: 1.558
Charge: -1
Kohn-Sham gap in eV: 6.82
HOMO energy in eV: -5.26



For reference, maximum force by record: 0.090, 0.083, 0.097 hartree/bohr.